Entry 1:
{"formula": "C26H40BN7SSiV", "method": "ωB97M-V/def2-TZVPD", "elements": ["H", "H", "C", "C", "N", "H", "C", "H", "H", "N", "H", "C", "H", "C", "S", "H", "N", "H", "Si", "H", "C", "C", "C", "C", "H", "N", "H", "H", "H", "N", "H", "B", "H", "H", "C", "H", "C", "C", "H", "N", "H", "H", "C", "H", "H", "C", "C", "C", "H", "C", "V", "H", "C", "H", "N", "H", "C", "H", "H", "C", "H", "H", "H", "H", "C", "H", "H", "H", "H", "C", "H", "C", "C", "H", "C", "C", "H"], "coordinates": [[-1.42896, -2.41834, -5.21122], [-4.11129, 3.36057, -0.82980], [-1.54608, -1.36702, -3.31823], [-2.70987, -2.24677, 0.01666], [-2.14096, -1.03868, 0.01458], [-5.94883, 1.42368, -2.38771], [-6.55459, 1.31583, -1.48469], [-4.10493, 3.34818, 0.93258], [4.99019, 1.62284, 0.02659], [1.25224, -2.33350, 1.28425], [1.08893, 4.14236, -1.35839], [1.22758, -3.43629, 2.04917], [1.91214, -4.24970, -1.85777], [-2.88119, 0.08520, 0.02260], [-1.86925, 1.49652, 0.01062], [-1.38880, -2.37119, 5.25564], [0.26352, -1.48939, -1.64985], [-0.79252, 0.63330, 3.00426], [-5.48857, 1.49555, 0.04328], [-0.05528, -3.99060, 3.75312], [-0.38787, -2.06162, 2.68463], [-6.55249, 1.29993, 1.57111], [-1.55177, -1.37349, 3.33626], [0.21157, -3.29719, 2.97441], [-1.97040, 0.51536, -4.30951], [1.95054, 0.41112, -0.00112], [4.79229, -1.10529, 0.03832], [-0.73456, 0.62815, -3.05001], [-7.04694, 0.34175, -1.52526], [1.25196, -2.33432, -1.26344], [-2.32514, -1.24561, 2.57322], [2.11318, -2.11255, 0.00988], [-7.32979, 2.08601, -1.50586], [-5.93695, -1.33860, 0.04572], [-2.15582, -2.23176, -4.41702], [2.22378, 3.05597, -2.17809], [0.19489, -3.30721, -2.93810], [-1.12050, 0.00357, -3.85581], [3.78326, 3.70115, 1.22260], [0.25743, -1.49423, 1.66506], [-7.04519, 0.32574, 1.60285], [-2.99301, -1.71993, 4.90332], [3.29818, 3.89275, 0.26463], [-0.34066, -0.11454, -4.61207], [-5.53164, 3.93890, 0.06068], [-4.07939, -2.39415, 0.02806], [1.21430, -3.44501, -2.01653], [1.51242, 3.13671, -1.35330], [1.93171, -4.23706, 1.89883], [4.09621, 1.02434, 0.01841], [-0.13826, -0.19610, 0.00576], [-0.35876, -0.05926, 4.57865], [-4.85532, -1.23631, 0.03698], [4.05797, 3.87398, -0.51987], [2.72356, -0.69966, 0.00657], [-2.45048, -3.19814, 4.10234], [2.76005, 1.46429, 0.01181], [-2.00703, 0.52411, 4.28379], [-2.49225, -3.19227, -4.02301], [-4.73015, 3.19490, 0.05246], [-2.30600, -1.20028, -2.54888], [-0.08306, -4.00693, -3.70732], [2.99078, -2.93272, 0.01082], [-3.01490, -1.72497, -4.85765], [-2.12873, -2.22078, 4.46603], [2.86954, 4.89476, 0.29137], [1.45398, 2.93294, 0.77241], [-7.32764, 2.06991, 1.60096], [-4.52743, -3.37802, 0.02962], [-1.15168, 0.02056, 3.83106], [-2.03962, -3.09920, 0.01008], [-0.38975, -2.06223, -2.66156], [4.02146, -0.35393, 0.02530], [-5.94556, 1.39876, 2.47436], [-4.29214, 0.03320, 0.03503], [2.21136, 2.86099, -0.01592], [0.70308, 2.42486, -1.51921]], "forces_ev_per_angstrom": [[-0.02, -0.01, -0.01], [0.01, 0.03, 0.03], [-0.02, 0.04, -0.09], [-0.03, 0.21, 0.00], [0.54, -0.04, -0.01], [-0.02, -0.01, 0.00], [-0.03, 0.01, -0.05], [0.01, 0.03, -0.03], [-0.02, 0.02, 0.01], [0.07, -0.26, 0.01], [-0.02, -0.01, -0.02], [-0.08, 0.22, 0.15], [0.04, 0.04, 0.02], [-0.48, -0.36, 0.00], [0.23, 0.34, -0.01], [-0.01, -0.01, 0.01], [-0.15, -0.04, 0.43], [0.00, 0.05, 0.03], [-0.09, -0.03, 0.00], [0.00, 0.01, -0.02], [0.18, -0.05, -0.08], [-0.03, 0.01, 0.05], [-0.01, 0.04, 0.10], [-0.08, -0.03, 0.05], [0.00, 0.01, 0.01], [-0.33, -0.13, 0.06], [-0.01, -0.02, -0.01], [0.00, 0.04, -0.04], [0.00, 0.01, -0.01], [0.06, -0.26, -0.02], [0.00, 0.00, -0.01], [0.34, -0.10, 0.00], [0.00, -0.02, -0.01], [0.02, 0.00, 0.00], [0.01, 0.05, 0.06], [-0.01, -0.01, -0.01], [-0.06, -0.04, -0.08], [0.01, -0.13, 0.03], [0.03, 0.03, -0.01], [-0.14, -0.01, -0.45], [0.00, 0.01, 0.01], [0.00, -0.02, 0.01], [-0.05, -0.05, 0.00], [0.00, 0.04, 0.00], [-0.02, -0.02, 0.00], [-0.04, 0.04, 0.00], [-0.08, 0.23, -0.11], [0.07, 0.00, 0.12], [0.05, 0.05, -0.03], [0.02, -0.07, 0.06], [-0.27, 0.13, 0.02], [0.00, 0.04, 0.00], [-0.11, -0.17, 0.01], [0.02, 0.01, 0.02], [0.01, -0.16, 0.03], [0.00, 0.00, 0.03], [0.14, -0.05, -0.05], [0.00, 0.01, -0.01], [0.00, 0.00, -0.03], [0.09, 0.00, 0.00], [0.01, 0.00, 0.01], [0.00, 0.01, 0.02], [-0.02, 0.03, 0.00], [0.00, -0.02, -0.01], [0.00, 0.05, -0.06], [0.01, 0.00, 0.00], [0.01, -0.02, 0.02], [0.01, -0.02, 0.01], [-0.01, 0.01, 0.00], [0.02, -0.13, -0.03], [0.06, 0.01, 0.00], [0.17, -0.04, 0.10], [-0.13, 0.24, -0.07], [-0.02, -0.01, 0.00], [0.34, 0.23, -0.01], [-0.11, 0.03, -0.07], [-0.01, 0.02, -0.06]], "e_lumo_ev": [0.652, 0.650], "relative_energy_kcal_mol": 0.0, "s_squared": 0.756, "spin_multiplicity": 2, "homo_lumo_gap_ev": [7.1, 6.5]}



Entry 2:
{"formula": "C26H40EuN3O2Si3", "method": "ωB97M-V/def2-TZVPD", "elements": ["H", "O", "C", "H", "C", "H", "H", "C", "H", "H", "C", "H", "C", "H", "C", "N", "H", "Si", "H", "H", "C", "H", "C", "C", "H", "H", "C", "H", "O", "H", "H", "H", "C", "C", "H", "C", "H", "H", "H", "N", "H", "H", "C", "H", "Si", "Si", "C", "C", "C", "H", "H", "C", "Eu", "H", "H", "C", "C", "N", "H", "H", "H", "H", "H", "C", "H", "H", "H", "C", "C", "C", "C", "H", "C", "H", "H"], "coordinates": [[1.26251, -4.47543, -0.07182], [0.71301, 1.74899, 0.18628], [1.60756, 3.62767, 1.36446], [-0.93935, 0.65936, -3.70737], [-4.00555, 1.58119, 1.47587], [3.08346, 0.76616, -2.20979], [3.14670, -2.01001, -3.35528], [-3.98366, 0.35294, 0.83596], [1.36702, -2.72498, 4.82194], [-2.73984, 4.55676, 1.99000], [-1.69866, -3.31521, -0.21433], [-2.43187, 3.58726, 3.41548], [2.11007, 0.98386, -2.65405], [2.65144, -1.25899, -4.87800], [-0.24395, -0.01990, -4.20658], [-0.06028, -0.81483, 1.80298], [4.65776, 5.78682, 2.37983], [1.52672, -1.97354, -0.21193], [-4.10236, 3.77995, 2.83668], [2.28599, 1.53701, -3.58217], [0.33160, -1.37742, -1.49676], [-0.99617, -4.08260, 0.12363], [-0.87385, -3.88157, -3.10204], [1.37105, -2.48904, 2.68346], [2.85028, 0.10236, 0.13136], [2.39997, -4.01623, -1.33951], [2.28092, -1.74173, -3.96754], [-3.56425, -1.85508, -2.00466], [-2.95166, -0.19115, 0.31851], [2.96642, 2.56706, 0.10803], [3.73194, -1.29381, 0.77360], [-0.59438, -3.47213, -4.07684], [3.11220, -0.94168, -0.05541], [-0.44960, -0.51378, 3.04316], [3.71024, -0.99150, -0.96951], [2.86386, 3.37603, 0.81919], [-2.56639, -0.44130, -2.29779], [-1.78714, -4.46945, -3.23842], [-0.07740, -4.55973, -2.78369], [-0.69451, 3.05867, 1.48377], [-2.76788, -1.64837, -3.56934], [1.77832, -2.66853, -4.25538], [0.96512, -2.18559, 3.97232], [-2.67563, -3.79073, -0.33908], [-1.13181, -2.49023, -1.83109], [1.11316, -0.59426, -2.99893], [0.03885, -1.16795, 4.15987], [1.45750, 4.67675, 2.27099], [3.80324, 5.18568, 2.09082], [-5.80719, -0.44013, 1.69193], [0.19150, 0.51910, -5.05301], [2.54997, 5.44882, 2.63099], [-0.88158, 0.36332, -0.15472], [1.57522, 1.63848, -1.96444], [4.93065, 3.94854, 0.75009], [-5.29112, -0.41515, 0.73129], [0.85110, -1.78291, 1.59924], [-1.72388, 2.17593, 1.13101], [-0.81973, -0.85736, -4.60726], [-5.08998, -1.43224, 0.39900], [0.47503, 4.86564, 2.68073], [-4.94803, 1.90156, 1.90233], [-1.79722, -2.56895, 0.57583], [0.46477, 2.74867, 0.97512], [-5.94642, 0.07064, 0.00520], [-1.17847, 0.28574, 3.13315], [2.91849, -4.00951, 0.34904], [-2.88466, 2.44472, 1.66462], [3.95689, 4.15079, 1.18016], [2.07927, -3.79266, -0.31885], [-2.64775, -1.51554, -2.49108], [2.43349, 6.26439, 3.33542], [-3.06333, 3.66650, 2.52918], [-0.29716, -0.88500, 5.14844], [2.09944, -3.27117, 2.50571]], "forces_ev_per_angstrom": [[0.01, 0.00, -0.02], [1.75, 2.25, 0.78], [0.12, 0.01, -0.02], [-0.03, -0.01, -0.02], [-0.13, -0.05, 0.02], [-0.03, 0.03, 0.00], [-0.01, 0.00, 0.02], [-0.06, -0.01, 0.08], [0.00, -0.01, -0.01], [0.03, 0.00, 0.04], [0.08, -0.01, -0.18], [0.02, 0.04, -0.01], [-0.03, -0.14, -0.06], [0.02, 0.00, 0.01], [0.21, -0.15, 0.01], [0.25, -0.38, 0.83], [-0.02, 0.00, -0.01], [-0.30, 0.08, -0.46], [-0.01, -0.03, -0.01], [-0.02, -0.07, -0.04], [1.08, -1.43, -0.78], [0.01, 0.03, 0.01], [0.02, 0.06, 0.11], [0.01, -0.07, 0.05], [-0.01, 0.00, -0.02], [0.00, 0.03, 0.00], [-0.10, 0.13, -0.05], [0.02, 0.00, 0.04], [-2.11, -0.20, 0.61], [-0.03, -0.02, 0.01], [-0.05, -0.06, 0.02], [0.01, 0.01, 0.01], [-0.13, -0.10, -0.17], [-0.01, -0.03, 0.05], [0.02, 0.01, 0.04], [-0.02, 0.01, 0.01], [-0.12, -0.10, -0.07], [-0.01, 0.02, 0.02], [0.01, 0.01, -0.01], [0.13, 0.48, 0.32], [0.05, 0.02, 0.00], [-0.01, 0.00, 0.03], [-0.05, 0.07, -0.05], [0.00, 0.00, -0.04], [0.38, 0.33, 0.12], [-0.32, -0.21, 0.47], [0.04, -0.07, 0.02], [0.06, 0.01, -0.02], [0.08, 0.01, -0.02], [-0.05, 0.01, -0.02], [0.05, -0.01, 0.02], [0.01, 0.03, 0.00], [-0.67, -1.39, -2.11], [0.03, 0.02, 0.03], [-0.01, -0.02, 0.00], [0.07, 0.01, 0.01], [0.10, -0.03, -0.32], [-0.21, 0.93, 0.63], [-0.04, 0.03, 0.02], [0.01, 0.00, 0.01], [-0.01, -0.02, 0.01], [0.00, 0.00, -0.01], [-0.06, -0.02, 0.02], [-0.39, -0.13, -0.01], [-0.03, -0.04, -0.01], [-0.01, 0.00, -0.03], [-0.01, 0.00, 0.01], [0.35, 0.03, -0.02], [0.00, 0.06, 0.03], [-0.04, 0.13, 0.04], [0.22, -0.07, 0.04], [-0.04, -0.02, 0.01], [-0.07, 0.00, 0.00], [-0.01, 0.00, -0.01], [-0.01, 0.01, 0.02]], "e_lumo_ev": [2.646, 2.640], "relative_energy_kcal_mol": 11.6, "s_squared": 15.760, "spin_multiplicity": 8, "total_charge": -1, "homo_lumo_gap_ev": [5.0, 6.7]}



Entry 3:
{"formula": "C26H40InN2O12", "method": "ωB97M-V/def2-TZVPD", "elements": ["H", "C", "H", "H", "H", "H", "C", "O", "C", "C", "C", "O", "O", "H", "O", "H", "C", "H", "H", "H", "H", "C", "H", "H", "H", "H", "O", "C", "C", "H", "H", "H", "C", "C", "C", "O", "H", "H", "C", "H", "H", "N", "C", "C", "O", "C", "N", "H", "C", "H", "H", "O", "H", "H", "C", "O", "C", "H", "H", "O", "H", "H", "C", "H", "H", "H", "O", "C", "C", "O", "C", "H", "H", "C", "H", "H", "H", "C", "In", "H", "C"], "coordinates": [[-1.83379, -2.20229, -1.86398], [-1.04305, 4.36114, 2.95496], [-2.91378, -3.00738, -0.67222], [-0.75019, -5.20026, -2.63382], [-2.42435, -3.65987, -2.34770], [0.22261, 4.44036, -0.78378], [2.25202, -3.71163, 0.32212], [-4.68349, -1.83407, 2.34299], [0.76365, 4.28797, -1.72192], [2.54277, 3.09735, -0.51357], [2.21005, 0.69842, -0.05612], [0.34480, -1.91094, -0.94541], [-0.15458, 0.82361, 3.05630], [0.58036, 5.16550, -2.34917], [0.37695, 0.66556, -2.41698], [2.00924, -0.30102, -0.43612], [-0.71752, 2.20349, 4.89216], [2.85931, -3.72083, 1.24119], [4.10446, 1.00360, -1.69070], [-1.58168, 4.01175, -2.63610], [1.49648, -1.38070, 1.40801], [-4.21863, 1.03533, -0.89436], [1.53181, 0.93208, 0.77145], [0.64205, -5.23870, -1.56781], [-0.56925, 1.39678, 5.59829], [3.59910, 2.97810, -0.25658], [-1.36360, 3.70450, 6.53024], [0.71491, 3.16666, -3.89346], [1.04521, -2.23885, 1.91371], [3.19763, 0.72820, 0.41818], [2.70296, -2.93294, -0.28574], [0.29967, -6.24643, 0.45790], [-1.48016, -4.93432, 0.10103], [0.27112, -4.52709, 1.74212], [-0.44671, 1.94202, 3.52743], [-1.81711, 5.68979, 4.67366], [0.10539, -1.92199, 2.36034], [-1.74962, 2.19195, -2.67976], [3.21224, 1.37302, -2.19876], [1.80063, 3.31409, -3.91259], [-1.55274, 2.89850, -1.20363], [-0.10906, -2.94213, -0.10036], [-0.90441, -3.91038, -0.87437], [-2.13970, -3.15054, -1.41601], [-2.57790, -1.94738, 1.52180], [0.28741, 3.01450, -2.41775], [0.80845, 1.81576, -1.75858], [1.81187, -2.53799, 2.63314], [2.14352, 1.76515, -1.14503], [0.42472, -3.85862, -2.63407], [0.29967, 4.07769, -4.32238], [-3.67354, 1.55505, 0.16175], [-0.89378, -6.36141, 1.67626], [1.08964, -4.96208, 2.32474], [-1.09163, 3.46933, 5.32951], [-0.16201, 2.87792, 1.35725], [0.84113, -3.39145, 0.90108], [-1.15939, 5.15283, 2.22531], [0.50389, 2.28620, -4.50516], [-5.45908, 0.83197, -0.78901], [-0.47587, -4.12575, 2.42945], [2.47421, 5.25322, -0.84266], [-3.48033, -1.47342, 2.28240], [3.51850, 2.23846, -2.80053], [-2.14189, -4.41637, 0.80075], [-2.11569, -5.65566, -0.42430], [-3.46904, 0.64622, -1.83009], [-0.53604, 3.12217, 2.52732], [-1.23991, 3.05500, -2.23855], [-3.24383, -0.30609, 2.76578], [-0.45736, -5.64046, 0.97945], [0.98431, -2.37850, -1.50745], [1.94802, 3.25105, 0.39420], [2.24417, 4.31942, -1.35936], [2.87929, 0.65716, -2.95527], [0.81175, 0.68190, -3.28505], [2.89038, 4.30526, -2.25008], [-1.31974, 4.60871, 4.31327], [-1.18224, 0.27800, 0.41367], [2.39626, -4.76884, 0.07660], [-0.10995, -4.57631, -2.00947]], "forces_ev_per_angstrom": [[-0.02, 0.31, 0.64], [0.87, -1.04, -0.13], [-0.08, 0.04, -0.08], [-0.09, 0.15, -0.08], [-0.76, -0.41, 0.46], [-0.15, -0.24, -0.05], [0.19, -0.93, 2.31], [0.49, -1.31, 0.38], [0.86, 0.59, 0.80], [-0.59, 0.33, 0.51], [-0.17, 0.27, 0.61], [0.70, -0.99, 0.38], [0.20, -0.41, -0.37], [-0.38, -0.17, -0.16], [0.61, -0.19, -0.13], [-0.02, 0.03, -0.05], [0.92, -0.53, -1.49], [0.20, 0.36, -0.14], [0.01, -0.17, -0.13], [-0.38, -0.10, 0.03], [-0.25, 0.05, -0.01], [0.35, -1.34, 0.57], [-0.25, 0.00, -0.20], [0.06, 0.01, -0.11], [-0.21, 0.01, 0.12], [0.02, 0.25, 0.10], [0.30, 0.22, -0.25], [0.69, -0.35, 0.27], [0.55, 0.26, -0.81], [0.14, -0.11, -0.26], [-0.20, -0.26, -0.53], [-0.20, 0.14, -0.47], [-0.09, -0.91, 0.48], [-0.45, -0.95, 0.01], [-0.41, 0.28, 0.65], [0.28, -0.06, 0.60], [0.05, -0.03, 0.15], [0.05, 0.29, -0.58], [0.30, 0.74, -0.52], [0.02, -0.08, -0.09], [0.42, 0.64, 0.21], [-1.39, -0.48, 0.10], [-0.86, 0.72, 0.36], [1.20, -0.03, -1.60], [0.33, -0.93, 0.30], [-0.61, 0.65, 0.37], [-0.36, 1.18, 1.00], [-0.36, -0.10, 0.37], [0.36, -0.90, -1.07], [-0.20, 0.05, -0.15], [-0.37, -0.21, -0.13], [0.53, 0.06, 0.17], [-0.32, 0.26, 0.08], [0.02, 0.19, 0.13], [-0.80, 0.37, 1.54], [0.10, -0.23, -0.79], [0.71, 1.19, -0.03], [-0.08, 0.06, 0.01], [-0.30, 0.17, -0.12], [-0.08, 0.45, -0.44], [0.20, 0.30, 0.06], [0.02, -0.09, 0.20], [-1.15, 3.01, -1.43], [0.03, 0.09, 0.17], [-0.01, 0.28, -0.19], [0.10, 0.09, -0.26], [-0.31, 0.31, -0.35], [-0.32, 0.46, 0.22], [-0.03, -1.08, -0.40], [0.41, -0.63, 0.46], [1.08, 0.20, -0.23], [0.18, 0.54, -0.30], [0.14, -0.42, 0.15], [0.44, -0.52, -0.70], [-0.10, -0.36, 0.40], [-0.07, -0.18, -0.05], [-0.14, 0.13, -0.12], [-0.70, 0.63, -0.68], [-0.95, 0.60, 0.93], [-0.25, 0.24, -1.17], [0.35, -0.41, 0.57]], "e_lumo_ev": 4.534, "spin_multiplicity": 1, "total_charge": -3, "homo_lumo_gap_ev": 3.2}